Record 1
Molecular formula: C2H4O3S
Method: DFT, wB97M-V/def2-TZVPD

Structure (SMILES) = O[C@H]1O[C@]1(O)S
Net charge = 0
Calculated total energy = -19114.63301 eV
Relative energy (zero: lowest compared OMol25 entry of this formula, charge and spin) = 114.8 kJ/mol
E_HOMO = -9.60 eV

XYZ file:
```
10
Properties=species:S:1:pos:R:3:forces:R:3
O -1.97610 -0.35678 0.25440 0.321 1.232 1.067
C -0.69937 -0.88149 0.10459 -1.870 2.989 -1.844
O -0.24544 -0.50801 -1.20158 1.035 -0.432 -1.233
C 0.39960 0.09476 -0.14695 -0.115 0.308 -0.164
O 0.19482 1.50420 -0.07744 0.909 -0.633 -0.594
S 2.05062 -0.50878 0.13392 0.453 -0.045 -0.922
H -1.89212 0.65336 0.20542 -0.134 -2.073 0.066
H -0.62247 -1.93869 0.18408 0.166 -0.557 1.114
H 0.76206 1.94727 -0.79004 -1.085 -1.147 1.381
H 2.02839 -0.00584 1.33361 0.320 0.358 1.128
```
Forces are in eV/Å.

=====

Record 2
Molecular formula: C2H4O3S2
Method: DFT, wB97M-V/def2-TZVPD

Net charge = 0
Calculated total energy = -29949.11631 eV
Relative energy (zero: lowest compared OMol25 entry of this formula, charge and spin) = 222.4 kJ/mol
E_HOMO = -9.37 eV

XYZ file:
```
11
Properties=species:S:1:pos:R:3:forces:R:3
C -0.91654 0.38894 -0.14054 0.802 0.532 1.024
C 0.41495 -0.05945 0.36332 -1.627 1.057 -0.214
O -3.62254 0.84677 -1.39242 1.373 -0.128 1.924
O -4.34666 0.61462 0.94159 -0.269 1.038 1.054
O -1.76574 0.81385 0.69324 0.916 0.200 -1.444
S -2.92703 -1.56260 -0.03394 0.461 -1.204 -0.339
S -3.42732 0.26105 -0.06521 -2.435 -0.485 -2.469
H -1.05912 0.46792 -1.22790 -0.595 -0.260 0.300
H 0.49893 0.44748 1.34690 0.949 -0.243 -0.768
H 1.10280 -0.00760 -0.47556 0.678 0.598 0.563
H 0.30373 -1.10354 0.54244 -0.254 -1.104 0.369
```
Forces are in eV/Å.

=====

Record 3
Molecular formula: C2H4O4P
Method: DFT, wB97M-V/def2-TZVPD

Structure (SMILES) = CC(=O)O[P@@H](=O)[O-]
Net charge = -1
Calculated total energy = -19621.33173 eV
Relative energy (zero: lowest compared OMol25 entry of this formula, charge and spin) = 18.4 kJ/mol
E_HOMO = -5.18 eV

XYZ file:
```
11
Properties=species:S:1:pos:R:3:forces:R:3
C 1.87079 0.38966 0.15106 -3.483 1.832 0.068
C 0.53924 -0.19645 -0.23622 0.991 -0.338 1.926
O 0.44221 -1.38905 -0.33051 -0.119 -1.188 -1.063
O -0.45459 0.64301 -0.11309 -0.884 0.089 -0.913
P -2.03267 -0.13542 -0.03984 1.322 -2.107 1.230
O -1.96352 -0.85973 1.28475 -0.189 0.169 -1.708
O -3.00107 0.93264 -0.23702 -1.012 1.159 -0.870
H 2.08113 0.09811 1.11667 0.190 -0.625 2.305
H 2.62970 0.09772 -0.40804 3.318 -1.527 -2.887
H 1.76392 1.43810 0.10407 0.223 1.383 0.131
H -1.87514 -1.01860 -1.29186 -0.358 1.153 1.782
```
Forces are in eV/Å.

=====

Record 4
Molecular formula: C2H4O4S
Method: DFT, wB97M-V/def2-TZVPD

Net charge = 0
Calculated total energy = -21160.46414 eV
Relative energy (zero: lowest compared OMol25 entry of this formula, charge and spin) = 288.7 kJ/mol
E_HOMO = -10.74 eV

XYZ file:
```
11
Properties=species:S:1:pos:R:3:forces:R:3
C 0.81348 0.26620 -0.22517 -3.142 -3.860 0.358
C 0.07683 -0.68945 -1.18496 2.985 -0.293 -0.585
O -0.78763 1.21747 2.64036 0.861 0.274 -1.339
O -1.81092 -0.35917 1.13866 0.502 0.272 -0.738
O -0.19092 1.34818 0.13476 -0.264 -0.238 0.916
O 1.15412 -0.34178 0.93879 -3.404 1.678 1.656
S -0.75373 0.56561 1.37115 1.537 -1.367 1.844
H 1.58702 0.69002 -0.64847 3.908 2.846 -2.134
H 0.17177 -0.23642 -2.18741 -0.629 -0.412 0.270
H -0.89461 -0.75417 -0.78856 -1.296 -0.647 -0.344
H 0.63460 -1.70650 -1.18916 -1.058 1.748 0.094
```
Forces are in eV/Å.